w) Computed, not measured: the ion C7H10N with charge +1, with wB97M-V/def2-TZVPD.

```
18
C7H10N wB97M-V/def2-TZVPD
N -0.634 0.531 -0.111
C -0.782 -0.917 0.139
C -1.910 -1.565 0.838
C 1.733 0.194 0.406
C -1.640 1.534 -0.561
C 0.051 -0.835 -0.932
C 3.070 -0.181 0.249
C 0.763 0.466 -0.614
H 1.053 1.203 -1.417
H -2.851 -1.031 0.821
H 3.639 -0.651 1.021
H -1.347 2.022 -1.488
H -2.615 0.968 -0.625
H -2.126 -2.453 0.268
H 3.390 -0.773 -0.657
H -1.604 -1.707 1.883
H 3.456 0.815 0.566
H -1.646 2.380 0.214
```

Computed properties:
- frontier orbital gap (alpha / beta) (eV) = 7.65 / 7.65
- LUMO level (alpha / beta) (eV) = -4.90 / -4.90
- HOMO energy (alpha / beta) (eV) = -12.55 / -12.55
- charge = +1

x) Computed, not measured: a cluster of 2 separate species, C7H10N in total, with wB97M-V/def2-TZVPD.

```
18
C7H10N wB97M-V/def2-TZVPD
N -0.056 -0.697 -0.733
C -2.046 -1.386 0.763
C 0.324 -0.004 0.563
C 1.351 -0.492 1.528
C 0.328 0.871 -0.638
C -1.096 0.481 -0.874
C -1.138 -0.351 0.269
C 1.400 1.614 -1.344
H 1.787 -1.351 1.014
H 0.884 -0.740 2.442
H -2.145 0.966 -2.895
H 2.150 0.233 1.802
H -2.716 -0.874 1.417
H 1.145 2.564 -1.656
H 2.326 1.799 -0.805
H -2.573 -1.925 0.100
H 1.634 1.308 -2.342
H -1.560 -2.015 1.392
```

Computed properties:
- frontier orbital gap (alpha / beta) (eV) = 10.75 / 8.72
- LUMO level (alpha / beta) (eV) = -4.64 / -6.56
- HOMO energy (alpha / beta) (eV) = -15.39 / -15.28
- charge = +1

y) Computed, not measured: a structure of composition C7H10N, with wB97M-V/def2-TZVPD.

```
18
C7H10N wB97M-V/def2-TZVPD
N -0.070 0.975 -0.434
C 0.694 0.086 0.409
C -1.091 0.408 -0.942
C -1.239 -0.978 -0.472
C 2.184 0.257 0.179
C 0.124 -1.302 0.056
C -2.078 -0.451 0.648
C -2.052 0.804 0.703
H 2.293 1.163 -0.310
H 0.189 2.003 -0.427
H -0.079 -1.927 0.885
H -2.253 1.838 1.028
H -1.760 -1.763 -1.070
H 2.684 -0.571 -0.485
H 0.463 0.304 1.422
H -1.670 0.926 -1.748
H 2.820 0.155 1.042
H 0.841 -1.928 -0.484
```

Computed properties:
- frontier orbital gap (eV) = 9.75
- LUMO level (eV) = -4.63
- HOMO energy (eV) = -14.37
- charge = +1

z) Computed, not measured: a structure of composition C7H10N, with wB97M-V/def2-TZVPD.

```
18
C7H10N wB97M-V/def2-TZVPD
N 0.163 -0.596 0.179
C -2.025 0.676 -0.540
C -3.239 0.443 -0.042
C -2.162 -0.499 0.295
C -1.195 -1.273 0.646
C 0.260 1.908 0.369
C -0.087 0.734 -0.462
C 1.019 -1.600 -0.536
H 1.318 2.217 0.313
H 1.956 -1.096 -0.860
H 0.746 -0.301 1.055
H -4.272 0.611 -0.032
H 0.115 0.890 -1.467
H -1.049 -1.936 1.423
H 0.116 1.651 1.395
H 0.744 -2.224 -1.434
H 1.413 -2.482 0.113
H -0.337 2.789 0.169
```

Computed properties:
- frontier orbital gap (eV) = 9.08
- LUMO level (eV) = -4.16
- HOMO energy (eV) = -13.25
- charge = +1

Top of the stability list: y), leading by 0.0657 hartree.

w) Computed, not measured: a structure of composition C7H10N, with wB97M-V/def2-TZVPD.

```
18
C7H10N wB97M-V/def2-TZVPD
N 1.108 -0.139 0.265
C -0.911 1.544 0.220
C 0.704 -1.512 -0.275
C -0.561 -1.337 2.215
C 0.484 -0.361 -1.114
C 0.840 0.173 -2.430
C -0.345 0.236 -0.074
C -0.196 -0.933 0.788
H 0.511 -0.477 -3.233
H 0.057 -2.043 2.709
H -0.631 -0.351 2.824
H -0.039 2.113 -0.026
H 1.938 0.264 -2.466
H -1.034 1.531 1.303
H -1.525 -1.942 2.095
H -1.709 1.923 -0.328
H 1.512 -2.260 -0.352
H 0.601 1.125 -2.780
```

Computed properties:
- frontier orbital gap (eV) = 13.22
- LUMO level (eV) = -2.55
- HOMO energy (eV) = -15.77
- charge = +1

x) Computed, not measured: the ion C7H10N with charge +1, with wB97M-V/def2-TZVPD.

```
18
C7H10N wB97M-V/def2-TZVPD
N -1.598 -0.666 0.353
C -2.467 -0.231 -0.406
C 1.929 -0.449 -0.432
C 0.742 -1.016 -0.081
C -3.436 0.697 0.122
C -0.467 -1.342 0.261
C 2.366 0.983 -0.041
C 3.121 -0.123 0.475
H 2.693 1.461 -0.987
H 2.888 -0.037 1.484
H -0.395 -2.330 0.780
H 4.034 -0.508 0.116
H -3.152 0.909 1.130
H -4.441 0.495 0.098
H -2.486 -0.514 -1.447
H 1.886 1.717 0.572
H 2.276 -0.724 -1.487
H -3.493 1.678 -0.511
```

Computed properties:
- frontier orbital gap (eV) = 7.88
- LUMO level (eV) = -5.53
- HOMO energy (eV) = -13.41
- charge = +1

y) Computed, not measured: a cluster of 2 separate species, C7H10N in total, with wB97M-V/def2-TZVPD.

```
18
C7H10N wB97M-V/def2-TZVPD
N -1.083 0.074 -1.542
C -1.495 2.227 -1.109
C -1.366 1.324 -2.258
C 1.186 -0.152 2.455
C -0.866 0.431 -0.302
C -0.784 -1.020 -2.230
C 2.059 -1.358 2.373
C -1.347 1.712 0.103
H 2.242 -1.899 1.466
H -1.326 2.069 1.068
H -0.136 -1.718 -1.647
H -2.095 1.392 -2.963
H 1.755 -2.296 2.871
H -1.110 -1.287 -3.222
H 2.931 -1.429 3.014
H 1.197 0.312 3.385
H 0.658 0.036 1.458
H -0.419 1.582 -2.920
```

Computed properties:
- frontier orbital gap (alpha / beta) (eV) = 6.49 / 3.65
- LUMO level (alpha / beta) (eV) = -7.11 / -6.91
- HOMO energy (alpha / beta) (eV) = -13.60 / -10.56
- charge = +1

Top of the stability list: w), leading by 0.0160 hartree.

w) Computed, not measured: an isolated molecule of C18H18N2O3S, with wB97M-V/def2-TZVPD.

```
42
C18H18N2O3S wB97M-V/def2-TZVPD
S 2.966 -0.283 1.637
O 1.209 0.914 -2.852
O -6.217 -4.392 -3.396
O -6.814 -2.823 -4.738
N -6.027 -3.342 -3.974
N 2.039 -0.550 -1.343
C -0.116 -0.970 -2.263
C -2.370 -1.359 -3.276
C -3.850 -3.224 -2.867
C 1.081 -0.099 -2.191
C -4.520 -1.458 -4.380
C 1.553 3.389 6.248
C 1.409 1.608 2.913
C -1.128 -0.639 -3.072
C 3.336 0.821 4.112
C 1.891 2.471 5.114
C -3.323 -0.817 -4.148
C 3.232 0.209 -1.063
C 1.099 2.438 3.972
C 3.008 1.647 5.171
C -2.657 -2.574 -2.641
C 3.137 0.938 0.272
C -4.780 -2.664 -3.737
C 2.540 0.808 2.978
H 4.205 0.182 4.159
H -1.938 -3.013 -1.967
H 3.633 1.653 6.053
H 0.475 3.470 6.371
H 1.990 3.036 7.178
H 2.266 1.591 0.288
H 3.340 0.941 -1.868
H 4.095 -0.464 -1.060
H 1.849 -1.325 -0.728
H 1.943 4.387 6.047
H 0.220 3.064 3.915
H -5.260 -1.049 -5.051
H -0.121 -1.854 -1.642
H -4.081 -4.161 -2.384
H 0.769 1.579 2.043
H 4.039 1.520 0.458
H -3.111 0.118 -4.644
H -1.009 0.274 -3.643
```

Computed properties:
- frontier orbital gap (eV) = 7.60
- LUMO level (eV) = -1.02
- HOMO energy (eV) = -8.62
- SMILES = Cc1ccc(SCCNC(=O)/C=C/c2ccc([N+](=O)[O-])cc2)cc1

x) Computed, not measured: an isolated molecule of C18H18N2O3S, with wB97M-V/def2-TZVPD.

```
42
C18H18N2O3S wB97M-V/def2-TZVPD
S 1.162 -3.972 0.155
O 3.495 1.301 -0.335
O 0.052 0.738 -1.029
O 4.112 2.708 -1.976
N 1.979 -0.161 -1.833
N 2.680 -2.354 -1.387
C 0.551 -1.545 -0.532
C 4.900 0.742 1.519
C 2.846 -1.198 -1.921
C 0.766 -0.239 -1.106
C -4.352 0.872 -1.112
C 2.341 1.125 -2.377
C 4.459 1.844 0.573
C -3.311 -0.471 2.265
C -0.317 -3.276 0.712
C -2.176 -1.190 1.944
C 3.426 1.817 -1.555
C -1.732 -1.235 0.627
C -5.256 0.987 1.665
C -4.032 0.209 1.293
C -2.458 -0.566 -0.351
C -3.598 0.155 -0.036
C -0.532 -2.002 0.281
C 1.539 -2.513 -0.683
H -5.446 0.919 2.734
H 2.677 1.042 -3.413
H -6.129 0.609 1.133
H -5.137 2.037 1.400
H -5.381 0.516 -1.166
H -4.381 1.942 -0.909
H -3.879 0.719 -2.079
H 3.748 -1.029 -2.494
H 1.441 1.753 -2.335
H 5.298 2.246 -0.004
H 3.982 2.665 1.119
H 4.042 0.348 2.057
H -1.619 -1.701 2.716
H -3.642 -0.434 3.293
H 5.615 1.141 2.233
H -2.129 -0.612 -1.378
H -0.969 -3.868 1.324
H 5.365 -0.069 0.966
```

Computed properties:
- frontier orbital gap (eV) = 8.55
- LUMO level (eV) = 0.40
- HOMO energy (eV) = -8.15
- SMILES = CCOC(=O)Cn1cnc2scc(-c3ccc(C)c(C)c3)c2c1=O

y) Computed, not measured: an isolated molecule of C18H18N2O3S, with wB97M-V/def2-TZVPD.

```
42
C18H18N2O3S wB97M-V/def2-TZVPD
S -5.239 -0.817 0.375
O 1.074 1.810 1.155
O -3.172 -3.014 0.688
O 4.290 -1.510 0.489
N 0.893 -2.196 -0.151
N 2.452 -0.626 1.469
C -0.284 -2.547 0.424
C 1.013 0.425 -2.746
C -3.092 0.584 0.579
C 3.102 -1.538 0.720
C -0.734 -0.902 -1.042
C 0.438 2.771 0.352
C -0.356 0.704 -2.763
C -2.710 -1.936 0.354
C 2.468 1.750 0.939
C 2.198 -2.673 0.203
C -1.315 -1.780 -0.066
C 1.535 -0.532 -1.902
C -3.509 -0.710 0.398
C -4.161 1.492 0.676
C 3.039 0.643 1.824
C -1.236 0.051 -1.928
C -5.373 0.878 0.571
C 0.650 -1.195 -1.062
H 2.697 -3.124 -0.662
H -0.334 -3.313 1.174
H -4.038 2.551 0.817
H -2.057 0.862 0.659
H 2.674 1.528 -0.119
H 2.106 -3.434 0.982
H 0.527 2.519 -0.712
H 4.118 0.564 1.682
H 2.936 2.713 1.191
H -0.729 1.449 -3.450
H 1.445 -0.653 1.529
H 0.861 3.769 0.519
H 2.814 0.861 2.871
H -2.292 0.271 -1.961
H -6.344 1.331 0.600
H -0.612 2.774 0.638
H 1.669 0.962 -3.414
H 2.590 -0.761 -1.898
```

Computed properties:
- frontier orbital gap (eV) = 8.49
- LUMO level (eV) = 0.09
- HOMO energy (eV) = -8.40
- SMILES = COCCNC(=O)Cn1cc(C(=O)c2cccs2)c2ccccc21

Top of the stability list: x), leading by 0.0379 hartree.